# 1
C20H21Br2Cl3N3O6TeTi | ωB97M-V/def2-TZVPD

Each line ends with the Mulliken charge.
Atoms and positions in Å:
Te1 -3.7905 0.6976 2.6493  0.372
Br1 0.9480 -0.1983 -7.5233  -0.232
Br2 -0.4025 3.5120 -3.5030  -0.075
Ti1 0.4817 0.8463 0.0385  -0.138
Cl1 -0.8147 5.2512 0.6852  -0.228
Cl2 -3.0572 4.4547 -1.0740  -0.232
Cl3 -4.0539 3.5107 2.8179  -0.778
O1 2.2969 0.1854 -0.4282  -0.696
O2 1.2028 2.3978 0.8595  -0.377
O3 3.8918 -1.2433 0.2225  -0.738
O4 -0.2977 -0.8038 0.1269  -0.642
O5 1.4496 3.5200 2.7990  -0.663
O6 0.1395 1.1751 -1.7117  0.310
N1 1.2321 0.1088 2.0067  0.539
N2 0.9483 -1.3915 -2.4025  0.598
N3 -1.3309 1.6054 0.6826  -0.167
C1 1.4995 -2.5648 -2.6187  1.262
C2 0.7216 0.2075 -5.6866  -0.056
C3 0.3214 0.8661 -2.9651  -0.009
C4 0.9914 -0.7733 -4.7043  0.880
C5 1.5164 -2.0606 -4.9627  -0.589
C6 0.6152 -1.2099 2.2832  -0.909
C7 1.8023 -3.4064 -1.4256  -1.131
C8 1.1757 2.5303 2.1789  0.457
C9 0.7859 1.2171 2.8849  -0.262
C10 0.1099 1.7831 -3.9749  -0.231
C11 -3.7101 0.8792 4.7762  -1.075
C12 2.7027 0.0249 1.8949  -0.680
C13 0.7451 -0.4339 -3.3605  0.383
C14 -1.5651 2.7330 0.3228  0.115
C15 0.2943 1.4501 -5.3345  -0.522
C16 1.7930 -2.9261 -3.9490  -1.085
C17 3.0406 -0.4073 0.4596  0.519
C18 -3.7760 -1.5087 2.9985  -1.207
C19 -1.8071 4.0000 0.0342  0.241
C20 -0.6210 -1.3423 1.3971  0.384
H1 -0.9187 -2.3891 1.2973  0.575
H2 -1.4602 -0.7903 1.8292  -0.604
H3 2.1201 -4.4028 -1.7228  0.423
H4 -2.8208 0.3663 5.1456  0.254
H5 3.1335 -0.6716 2.6135  0.427
H6 0.6939 -1.1569 -1.4294  -0.357
H7 -0.3049 1.1981 2.9794  0.134
H8 1.7252 -2.3461 -5.9852  0.345
H9 -4.7539 -1.8302 3.3622  0.334
H10 1.3356 -1.9801 2.0005  0.373
H11 0.1022 2.1978 -6.0901  0.447
H12 -3.5734 -2.0347 2.0600  0.270
H13 -4.5961 0.4272 5.2232  0.315
H14 3.1375 1.0129 2.0481  0.402
H15 1.2481 1.1966 3.8728  0.421
H16 2.2425 -3.8875 -4.1505  0.414
H17 0.9252 -3.4853 -0.7809  0.214
H18 2.6034 -2.9271 -0.8529  0.183
H19 -3.0207 -1.8021 3.7354  0.303
H20 0.3696 -1.3201 3.3414  0.422
H21 -3.6670 1.9386 5.0097  0.366

Energy above the lowest of the compared OMol25 structures with the same formula, charge and spin: 169.90 kJ/mol
Calculated total energy: -245902.1253 eV
Net charge: -1
Highest occupied orbital energy: -3.40 eV
Kohn-Sham gap: 3.5675 eV

***

# 2
C20H21Br2Cl3N3O6TeTi | ωB97M-V/def2-TZVPD

Each line ends with the Mulliken charge.
Atoms and positions in Å:
Te1 -0.6904 2.7594 -3.5767  0.434
Br1 -0.2201 2.1197 4.8733  -0.207
Br2 -3.5168 -2.2708 6.2112  -0.256
Ti1 0.2936 -0.1999 0.4098  -0.120
Cl1 -4.0429 -2.5763 -2.3360  -0.575
Cl2 -3.8218 0.6895 -3.5145  -0.117
Cl3 -1.8635 -1.2046 -4.5649  -0.131
O1 0.8196 3.7685 -0.5174  -0.733
O2 -0.0814 0.6166 2.1878  0.239
O3 0.1971 1.6201 -0.5068  -0.292
O4 1.4012 -0.8294 -1.4952  -0.332
O5 1.5996 -1.6364 1.0811  -0.600
O6 3.3281 -2.1146 2.4285  -0.743
N1 2.3654 0.7846 0.6514  0.510
N2 -1.3717 -0.4495 -1.0163  0.045
N3 -1.1095 -1.6990 1.5070  0.201
C1 -2.4293 -1.3753 4.9351  -0.039
C2 -1.4158 -1.2380 2.7516  0.085
C3 -1.0295 2.6625 -5.6861  -1.030
C4 -2.2246 -1.9440 3.6540  0.753
C5 1.0327 4.0051 -3.7687  -1.053
C6 -1.1726 -3.4041 -0.2202  -1.263
C7 -0.8137 0.0155 3.0869  0.419
C8 -1.9442 -0.4668 -2.0162  -0.173
C9 3.2056 0.4416 -0.5134  -0.915
C10 -1.5613 -2.8699 1.1173  1.063
C11 2.9126 0.1719 1.8668  -0.472
C12 2.1047 2.2188 0.7595  -0.754
C13 -1.8451 -0.1933 5.2831  -0.424
C14 0.9547 2.6085 -0.1709  0.625
C15 -2.6603 -0.5291 -3.2104  0.222
C16 2.6293 -1.3334 1.8168  0.507
C17 -2.7495 -3.1749 3.1957  -0.806
C18 -1.0362 0.4931 4.3612  -0.408
C19 2.4003 0.1634 -1.7709  -0.254
C20 -2.4196 -3.6251 1.9554  -1.032
H1 1.8419 -1.6298 -1.1667  0.383
H2 -1.0433 -4.4856 -0.1675  0.544
H3 -1.9631 -3.1929 -0.9495  -0.040
H4 -1.2301 3.6528 -6.0892  0.318
H5 -3.3999 -3.7510 3.8400  0.348
H6 3.9411 1.2318 -0.7043  0.393
H7 -0.1736 2.2179 -6.1895  0.324
H8 -1.9984 0.2252 6.2675  0.412
H9 1.8526 1.0305 -2.1311  -0.097
H10 3.9853 0.3479 1.9877  0.399
H11 2.9872 2.8272 0.5405  0.390
H12 1.3168 4.2790 -2.7550  0.213
H13 3.7639 -0.4639 -0.2639  0.450
H14 -0.2428 -2.9522 -0.5580  -0.022
H15 -2.8050 -4.5654 1.5855  0.484
H16 0.7835 4.9010 -4.3340  0.375
H17 1.8416 3.4677 -4.2593  0.348
H18 -1.9006 2.0267 -5.8404  0.264
H19 3.0634 -0.1880 -2.5651  0.538
H20 1.7703 2.4369 1.7744  0.273
H21 2.3840 0.5797 2.7289  0.326

Energy above the lowest of the compared OMol25 structures with the same formula, charge and spin: 25.69 kJ/mol
Calculated total energy: -245903.5518 eV
Net charge: -1
2S+1: 3
Highest occupied orbital energy (spin up / spin down): -4.96 / -5.29 eV
Kohn-Sham gap (spin up / spin down): 7.0068 / 6.8539 eV

***

Q: Among the records above, which one has the lowest energy above the lowest of the compared OMol25 structures with the same formula, charge and spin?
A: number 2